# 1
ORCA calculation (ωB97M-V/def2-TZVPD) on C5H10O2 in the gas phase.

Properties
SMILES: C[C@@H](O)[C@H]1CCO1
highest occupied orbital energy: -9.9 eV
relative energy (zero: lowest compared OMol25 entry of this formula, charge and spin): 49.1 kcal/mol
frontier orbital gap: 10.95 eV

The geometry in ORCA input format:
```
! wB97M-V def2-TZVPD RIJCOSX def2/J DEFGRID3
* xyz 0 1
C -2.224 -0.554 0.139
C -1.068 0.382 -0.190
O -1.044 1.498 0.672
C 0.266 -0.414 -0.126
C 1.488 0.022 -0.948
C 2.167 0.199 0.413
O 0.959 -0.156 1.116
H -3.148 0.020 0.239
H -2.357 -1.312 -0.645
H -2.016 -1.067 1.085
H -1.222 0.798 -1.193
H -0.614 1.184 1.482
H 0.057 -1.490 -0.220
H 1.930 -0.748 -1.588
H 1.342 0.944 -1.513
H 2.516 1.212 0.648
H 2.967 -0.518 0.629
*
```



# 2
ORCA calculation (ωB97M-V/def2-TZVPD) on C5H10O2 in the gas phase.

Properties
SMILES: CCO[C@@H](C)C=O
highest occupied orbital energy: -9.6 eV
relative energy (zero: lowest compared OMol25 entry of this formula, charge and spin): 43.9 kcal/mol
frontier orbital gap: 10.59 eV

The geometry in ORCA input format:
```
! wB97M-V def2-TZVPD RIJCOSX def2/J DEFGRID3
* xyz 0 1
C 2.495 -0.579 -0.041
C 1.064 -0.896 0.348
O 0.190 -0.159 -0.492
C -1.110 0.072 0.041
C -1.210 1.537 0.504
C -2.044 -0.242 -1.122
O -2.839 -1.147 -1.133
H 2.722 0.472 0.157
H 3.189 -1.199 0.535
H 2.660 -0.773 -1.105
H 0.867 -1.973 0.240
H 0.896 -0.630 1.402
H -1.347 -0.643 0.844
H -1.622 1.650 1.511
H -0.191 1.928 0.490
H -1.810 2.148 -0.181
H -1.909 0.433 -1.998
*
```



# 3
ORCA calculation (ωB97M-V/def2-TZVPD) on C5H10O2 in the gas phase.

Properties
SMILES: C[C@@H](O)[C@H]1CCO1
highest occupied orbital energy: -10.0 eV
relative energy (zero: lowest compared OMol25 entry of this formula, charge and spin): 48.4 kcal/mol
frontier orbital gap: 11.03 eV

The geometry in ORCA input format:
```
! wB97M-V def2-TZVPD RIJCOSX def2/J DEFGRID3
* xyz 0 1
C -2.243 -0.562 0.119
C -1.060 0.358 -0.176
O -1.022 1.472 0.682
C 0.268 -0.434 -0.107
C 1.469 0.023 -0.949
C 2.164 0.213 0.405
O 0.973 -0.168 1.126
H -3.167 0.018 0.192
H -2.358 -1.310 -0.675
H -2.096 -1.098 1.065
H -1.157 0.760 -1.194
H -0.487 1.186 1.440
H 0.061 -1.507 -0.197
H 1.887 -0.749 -1.601
H 1.320 0.939 -1.526
H 2.487 1.232 0.648
H 2.980 -0.486 0.613
*
```



Q: Which of these has the highest highest occupied orbital energy?
A: number 2



Please write out number 3 again, unchanged.
ORCA calculation (ωB97M-V/def2-TZVPD) on C5H10O2 in the gas phase.

Properties
SMILES: C[C@@H](O)[C@H]1CCO1
highest occupied orbital energy: -10.0 eV
relative energy (zero: lowest compared OMol25 entry of this formula, charge and spin): 48.4 kcal/mol
frontier orbital gap: 11.03 eV

The geometry in ORCA input format:
```
! wB97M-V def2-TZVPD RIJCOSX def2/J DEFGRID3
* xyz 0 1
C -2.243 -0.562 0.119
C -1.060 0.358 -0.176
O -1.022 1.472 0.682
C 0.268 -0.434 -0.107
C 1.469 0.023 -0.949
C 2.164 0.213 0.405
O 0.973 -0.168 1.126
H -3.167 0.018 0.192
H -2.358 -1.310 -0.675
H -2.096 -1.098 1.065
H -1.157 0.760 -1.194
H -0.487 1.186 1.440
H 0.061 -1.507 -0.197
H 1.887 -0.749 -1.601
H 1.320 0.939 -1.526
H 2.487 1.232 0.648
H 2.980 -0.486 0.613
*
```



Q: Among the records above, which one has the lowest highest occupied orbital energy?
A: number 3